P | {
  "formula": "C5H9NO2",
  "method": "the ωB97M-V functional and the def2-TZVPD basis",
  "lumo_energy_ev": [0.22, 0.22],
  "charge": 0,
  "smiles": "CC(N)=O.CC=C=O",
  "elements": ["C", "C", "N", "O", "H", "H", "H", "H", "H", "C", "C", "C", "O", "H", "H", "H", "H"],
  "coordinates": [[0.52289, -1.52201, -0.83100], [1.07419, -0.16961, -0.41991], [2.34635, -0.23493, 0.08216], [0.76520, 0.89697, -1.07779], [2.79654, 0.64511, 0.28316], [2.65226, -1.03735, 0.61251], [0.72127, -2.28945, -0.07953], [-0.55036, -1.44765, -0.99995], [0.99844, -1.80834, -1.77373], [-2.16121, 0.98468, -0.06922], [-0.86942, 1.18281, 0.63931], [-0.23138, 0.19875, 1.35284], [-0.11799, -0.41935, 2.36557], [-0.44132, 2.17743, 0.62824], [-2.36281, -0.06690, -0.27621], [-2.96495, 1.36811, 0.57105], [-2.17769, 1.54174, -1.00752]]
}


Q | {
  "formula": "C5H9NO2",
  "method": "the ωB97M-V functional and the def2-TZVPD basis",
  "lumo_energy_ev": 0.81,
  "charge": 0,
  "smiles": "C=CC[C@@H](N)C(=O)O",
  "elements": ["O", "C", "O", "C", "C", "C", "C", "N", "H", "H", "H", "H", "H", "H", "H", "H", "H"],
  "coordinates": [[-1.96498, 0.19680, -1.12914], [-1.28662, -0.31588, -0.26220], [-1.76392, -0.28702, 0.99457], [0.23561, -0.54269, -0.55692], [1.09026, -0.25387, 0.68057], [1.75764, 1.01461, 0.37292], [1.40946, 2.18574, 0.87547], [0.48801, -1.91244, -1.03414], [-2.73818, -0.33079, 0.99636], [0.20394, 0.18875, -1.36983], [1.78093, -1.09084, 0.86623], [0.48620, -0.11923, 1.56274], [2.53639, 1.03558, -0.39987], [0.92380, 2.60012, 1.74250], [1.86299, 3.04327, 0.40950], [0.22405, -1.90493, -2.01266], [1.41498, -2.20630, -0.79074]]
}


R | {
  "formula": "C5H9NO2",
  "method": "the ωB97M-V functional and the def2-TZVPD basis",
  "lumo_energy_ev": 0.66,
  "charge": 0,
  "smiles": "C[C@@H]1C(=O)[C@@]1(N)CO",
  "elements": ["C", "C", "C", "C", "N", "C", "O", "O", "H", "H", "H", "H", "H", "H", "H", "H", "H"],
  "coordinates": [[1.53622, 0.20741, 0.95414], [-1.51522, -0.10280, -1.60720], [-0.05826, -1.45770, 0.05089], [0.04324, -0.09694, 0.57282], [-0.89790, 0.49717, 1.44981], [-0.18362, -0.37120, -0.93939], [2.01368, 1.30584, 0.21148], [-0.09802, -2.63558, 0.26819], [2.95838, 1.39284, 0.39118], [-0.81710, 1.50856, 1.48106], [-1.85822, 0.23971, 1.26169], [1.55570, 0.46140, 2.02046], [2.19657, -0.65954, 0.81608], [0.66371, -0.18304, -1.58809], [-1.59250, 0.94932, -1.87996], [-1.60368, -0.69686, -2.51514], [-2.34297, -0.35860, -0.94803]]
}


Which one is most stable, and which one is least stable? Q is the most stable of them, while P is the least stable.


P | {
  "formula": "C5H14NO",
  "method": "the ωB97M-V functional and the def2-TZVPD basis",
  "lumo_energy_ev": -3.28,
  "charge": 1,
  "elements": ["C", "C", "C", "C", "C", "N", "H", "H", "H", "H", "H", "H", "H", "H", "H", "H", "H", "H", "H", "H", "O"],
  "coordinates": [[0.51891, 2.62308, 1.55127], [0.65693, 1.28626, 2.33832], [1.11744, 0.08955, 1.48345], [0.34598, -0.10541, 0.20309], [0.64199, -1.10907, -0.59280], [-0.15347, -1.30715, -1.84195], [-0.40913, 3.06207, 1.76655], [1.21785, 3.40730, 1.85999], [0.74514, 2.50603, 0.49342], [1.38414, 1.36060, 3.14411], [-0.32313, 1.21077, 2.80288], [2.19679, 0.10630, 1.37810], [0.78383, -0.73048, 2.12305], [-0.38071, 0.65766, -0.04889], [1.49770, -1.75959, -0.56683], [-0.54964, -0.43194, -2.18563], [0.41234, -1.66146, -2.61282], [-0.91415, -1.97770, -1.70694], [-3.36503, -2.25837, -2.54691], [-2.85168, -2.65634, -3.94561], [-2.57210, -2.31210, -3.09585]]
}


Q | {
  "formula": "C5H14NO",
  "method": "the ωB97M-V functional and the def2-TZVPD basis",
  "lumo_energy_ev": -3.19,
  "charge": 1,
  "elements": ["C", "C", "C", "C", "C", "N", "H", "H", "H", "H", "H", "H", "H", "H", "H", "H", "H", "H", "H", "H", "O"],
  "coordinates": [[0.35883, 0.86569, 0.78365], [-1.10503, 1.27600, 0.56350], [-1.92290, 0.33216, -0.33590], [-1.73995, -1.58901, 1.27462], [-1.89040, -1.11699, 0.05487], [0.99255, 0.43933, -0.50762], [0.40292, 0.03941, 1.47814], [0.88016, 1.74883, 1.13287], [-1.57809, 1.33239, 1.53812], [-1.13564, 2.27177, 0.13273], [-1.59909, 0.41416, -1.38720], [-2.93935, 0.72546, -0.32077], [-1.56018, -0.98164, 2.14924], [-1.81337, -2.65142, 1.47556], [-2.05769, -1.83919, -0.73790], [0.90398, 1.21378, -1.16408], [1.97804, 0.24433, -0.31851], [0.52926, -0.37774, -0.90577], [4.31376, -0.28752, -0.55653], [4.17285, -0.82259, -1.96490], [3.69994, -0.29514, -1.30226]]
}


R | {
  "formula": "C5H14NO",
  "method": "the ωB97M-V functional and the def2-TZVPD basis",
  "lumo_energy_ev": -7.68,
  "charge": 1,
  "elements": ["C", "O", "C", "C", "C", "C", "N", "H", "H", "H", "H", "H", "H", "H", "H", "H", "H", "H", "H", "H", "H"],
  "coordinates": [[-0.65858, -0.24643, 1.09747], [-1.53743, 0.76459, 0.46588], [0.76940, 0.09702, 1.06542], [1.48243, 0.44050, -0.11749], [2.79013, -0.32843, -0.38365], [2.43764, -1.73805, -0.64486], [-4.29448, 0.78468, -1.06736], [-0.89482, -1.22819, 0.80405], [-0.96669, -0.07105, 2.14675], [-1.08622, 1.54281, 0.15279], [1.22854, 0.50193, 2.03932], [0.84457, 0.03505, -1.13835], [1.62207, 1.45204, -0.29448], [3.27853, 0.17857, -1.19489], [3.24692, 0.01575, 0.60878], [3.35230, -2.16022, -1.09910], [2.38699, -2.27374, 0.34811], [1.51016, -1.88400, -1.18590], [-4.72962, 0.29880, -1.85920], [-4.85546, 1.28166, -0.38377], [-3.50256, 1.35338, -1.30084]]
}


S | {
  "formula": "C5H14NO",
  "method": "the ωB97M-V functional and the def2-TZVPD basis",
  "lumo_energy_ev": -9.36,
  "charge": 1,
  "elements": ["C", "C", "C", "C", "C", "O", "N", "H", "H", "H", "H", "H", "H", "H", "H", "H", "H", "H", "H", "H", "H"],
  "coordinates": [[2.23465, 1.04478, -0.21805], [1.12480, 0.11278, -0.32396], [0.27178, 0.07028, 0.94367], [-1.01616, -0.79673, 1.01235], [-2.30064, 0.02266, 0.36392], [-1.77742, 1.05857, -0.77447], [1.58036, -1.23408, -0.80552], [2.64996, 1.26525, 0.96318], [3.02007, 0.75562, -0.95290], [1.94571, 2.08367, -0.48680], [0.42684, 0.48641, -1.12598], [1.02305, -0.31018, 1.71902], [0.03970, 1.09392, 1.19067], [-1.01486, -1.74587, 0.47672], [-1.23243, -1.13063, 2.03626], [-2.72901, 0.85916, 1.07477], [-3.12690, -0.71715, 0.22293], [-1.79101, -0.06980, -0.88549], [-1.19803, -1.69683, -1.32429], [0.81622, -1.73412, -1.19984], [2.44095, -1.69198, -0.54146]]
}


Which one is most stable, and which one is least stable? Q is the most stable of them, while S is the least stable.


P | {
  "formula": "C45H37ClN6O6PPb",
  "method": "the ωB97M-V functional and the def2-TZVPD basis",
  "lumo_energy_ev": [-4.33, -4.09],
  "charge": 1,
  "elements": ["Pb", "C", "O", "C", "C", "C", "C", "C", "C", "N", "N", "C", "C", "O", "C", "C", "C", "C", "C", "C", "C", "C", "H", "H", "H", "H", "H", "H", "H", "H", "H", "H", "H", "H", "H", "O", "Cl", "O", "O", "O", "N", "C", "C", "C", "C", "C", "N", "C", "C", "C", "C", "C", "N", "H", "H", "H", "H", "H", "H", "H", "H", "H", "N", "P", "C", "C", "C", "C", "C", "C", "C", "C", "C", "C", "C", "C", "C", "C", "C", "C", "C", "C", "H", "H", "H", "H", "H", "H", "H", "H", "H", "H", "H", "H", "H", "H", "H"],
  "coordinates": [[0.07221, -0.41547, 1.06865], [3.07493, -2.01154, 3.37376], [2.17268, -2.25196, 2.30378], [1.80132, -3.52839, 2.05371], [1.90047, -4.57464, 2.95940], [1.50806, -5.85401, 2.59445], [1.01954, -6.10926, 1.32110], [0.90535, -5.07479, 0.41183], [1.28317, -3.78195, 0.77199], [1.15581, -2.69603, -0.09076], [1.18114, -2.78526, -1.32847], [1.57844, -1.89596, -2.21422], [2.47968, -0.79032, -1.75828], [2.78199, -0.66171, -0.56903], [2.98051, 0.07472, -2.79802], [2.66174, -0.11108, -4.09256], [1.80462, -1.17446, -4.54766], [1.50631, -1.34277, -5.90543], [0.68604, -2.36851, -6.32159], [0.12983, -3.24183, -5.38621], [0.41122, -3.09639, -4.04467], [1.25499, -2.06804, -3.60935], [3.90164, -2.72389, 3.35287], [3.45930, -1.00572, 3.22163], [2.57432, -2.06680, 4.34475], [2.27176, -4.38885, 3.95812], [1.59251, -6.65715, 3.31409], [0.73379, -7.11255, 1.03671], [0.51024, -5.23907, -0.58222], [3.62396, 0.88515, -2.48063], [3.06657, 0.56320, -4.83892], [1.93305, -0.65535, -6.62581], [0.47472, -2.50098, -7.37429], [-0.52898, -4.03411, -5.71634], [-0.00554, -3.78098, -3.31798], [-3.96508, 0.95259, 1.20144], [-3.04503, 0.00960, 1.71962], [-3.64106, -0.84457, 2.68270], [-1.90938, 0.70223, 2.32515], [-2.49226, -0.79042, 0.62370], [0.26335, -0.57510, 4.79190], [1.07220, 0.40314, 4.25087], [1.77194, 1.19854, 5.17853], [2.62933, 2.17476, 4.73639], [2.79317, 2.36126, 3.36374], [2.07615, 1.55583, 2.51736], [1.23073, 0.59551, 2.94080], [-0.55997, -1.59825, 4.32552], [-1.25509, -2.32443, 5.30076], [-2.06227, -3.36959, 4.91333], [-2.16534, -3.67748, 3.56175], [-1.45332, -2.91204, 2.67111], [-0.65225, -1.90274, 3.03793], [0.20253, -0.49012, 5.79213], [1.63534, 1.03316, 6.23965], [3.17332, 2.78210, 5.44684], [3.46078, 3.11502, 2.97351], [2.15554, 1.65704, 1.44119], [-1.16631, -2.05725, 6.34644], [-2.60948, -3.93679, 5.65367], [-2.80328, -4.47594, 3.21298], [-1.52439, -3.09343, 1.60556], [0.20902, 1.51536, -0.20756], [-0.82760, 2.34133, -1.08333], [-1.71151, 1.31255, -2.28518], [-3.05738, 0.99242, -2.14835], [-3.64025, 0.10129, -3.03822], [-2.88732, -0.46255, -4.05716], [-1.54227, -0.14157, -4.19505], [-0.94995, 0.73200, -3.30011], [-1.99176, 3.41953, -0.20774], [-3.09744, 3.99262, -0.82667], [-3.91997, 4.84034, -0.10417], [-3.62702, 5.13564, 1.22023], [-2.50253, 4.59355, 1.82329], [-1.68091, 3.73649, 1.10923], [0.12730, 3.56889, -2.03175], [1.10382, 4.28227, -1.33937], [1.78568, 5.30951, -1.96979], [1.49572, 5.62289, -3.29113], [0.52269, 4.91287, -3.97845], [-0.16788, 3.88524, -3.35161], [-3.64191, 1.42988, -1.35180], [-4.68708, -0.15152, -2.93337], [-3.34651, -1.16114, -4.74503], [-0.95999, -0.56874, -5.00188], [0.10226, 0.97909, -3.39131], [-3.31566, 3.77803, -1.86599], [-4.79623, 5.26809, -0.57341], [-4.27815, 5.79201, 1.78247], [-2.26864, 4.82336, 2.85480], [-0.81124, 3.28774, 1.57180], [1.31701, 4.02392, -0.30864], [2.53601, 5.87176, -1.42957], [2.03012, 6.42268, -3.78668], [0.29360, 5.15951, -5.00691], [-0.93120, 3.33884, -3.89053]]
}


Q | {
  "formula": "C45H37ClN6O6PPb",
  "method": "the ωB97M-V functional and the def2-TZVPD basis",
  "lumo_energy_ev": -4.42,
  "charge": 1,
  "elements": ["Pb", "C", "O", "C", "C", "C", "C", "C", "C", "N", "N", "C", "C", "O", "C", "C", "C", "C", "C", "C", "C", "C", "H", "H", "H", "H", "H", "H", "H", "H", "H", "H", "H", "H", "H", "O", "Cl", "O", "O", "O", "N", "C", "C", "C", "C", "C", "N", "C", "C", "C", "C", "C", "N", "H", "H", "H", "H", "H", "H", "H", "H", "H", "N", "P", "C", "C", "C", "C", "C", "C", "C", "C", "C", "C", "C", "C", "C", "C", "C", "C", "C", "C", "H", "H", "H", "H", "H", "H", "H", "H", "H", "H", "H", "H", "H", "H", "H"],
  "coordinates": [[1.23404, -1.26709, 1.43292], [2.49911, -4.78905, 0.23255], [2.35929, -3.75763, -0.74615], [1.50721, -3.94764, -1.75427], [0.69885, -5.07223, -1.90976], [-0.14067, -5.20045, -2.99948], [-0.18323, -4.22442, -3.98824], [0.59858, -3.09808, -3.85488], [1.42196, -2.94294, -2.73488], [2.13336, -1.72202, -2.61545], [2.14970, -0.79215, -3.49260], [2.70091, 0.28979, -2.93000], [3.03178, -0.03975, -1.61185], [2.66842, -1.31678, -1.41365], [3.56432, 0.86881, -0.69957], [3.74222, 2.13627, -1.18043], [3.42069, 2.53722, -2.51680], [3.57775, 3.86711, -2.95125], [3.23648, 4.23117, -4.22962], [2.73386, 3.28689, -5.13633], [2.56435, 1.97923, -4.74963], [2.89690, 1.60203, -3.44336], [2.90892, -5.69562, -0.21607], [3.18332, -4.39974, 0.97877], [1.53982, -5.00864, 0.70777], [0.74377, -5.86466, -1.17676], [-0.76235, -6.08179, -3.08469], [-0.82763, -4.33434, -4.84858], [0.59297, -2.31618, -4.59802], [3.76376, 0.57712, 0.32286], [4.12187, 2.89177, -0.50385], [3.96643, 4.60216, -2.25755], [3.35941, 5.25833, -4.54533], [2.47856, 3.59371, -6.14154], [2.17826, 1.23160, -5.42998], [4.61042, -1.43770, 4.30214], [3.62576, -1.55625, 3.30591], [3.90982, -0.69908, 2.17484], [2.31418, -1.16467, 3.82921], [3.50234, -2.91083, 2.82568], [-2.53078, -2.50378, 1.41635], [-1.85830, -3.04037, 2.51952], [-2.60739, -3.86274, 3.36577], [-1.97828, -4.48991, 4.41955], [-0.61677, -4.28477, 4.60383], [0.03954, -3.43318, 3.74086], [-0.56309, -2.80925, 2.71716], [-2.09293, -1.74102, 0.38151], [-2.95172, -1.58699, -0.82742], [-3.24864, -0.20274, -1.38744], [-2.04225, -0.93593, -1.84069], [-0.91258, -0.39429, -0.95106], [-0.94341, -1.17929, 0.28464], [-3.49231, -2.79088, 1.35049], [-3.66537, -4.00771, 3.18519], [-2.53674, -5.13075, 5.08819], [-0.07277, -4.77902, 5.39550], [1.09371, -3.21891, 3.86594], [-3.63806, -2.38688, -1.07429], [-4.13099, -0.14789, -2.01193], [-1.85847, -1.30285, -2.83798], [0.07876, -0.44571, -1.39635], [0.92420, 0.86458, 1.21792], [-0.42184, 1.59672, 1.00240], [-1.68957, 1.40963, 2.32559], [-2.80990, 2.23579, 2.41708], [-3.72257, 2.06075, 3.44527], [-3.51396, 1.07833, 4.40473], [-2.38088, 0.28193, 4.34282], [-1.47010, 0.45442, 3.30964], [-0.19881, 3.40622, 1.01804], [-1.02861, 4.35503, 0.42924], [-0.81479, 5.70458, 0.66932], [0.21147, 6.11492, 1.50733], [1.04471, 5.17200, 2.09277], [0.84235, 3.82273, 1.84836], [-1.29126, 1.08631, -0.64862], [-2.84844, 1.08013, -0.65382], [-3.46736, 2.23693, -1.39251], [-2.79214, 2.95866, -2.28452], [-1.35853, 2.77153, -2.48569], [-0.66550, 1.94335, -1.70594], [-2.96742, 3.02112, 1.68701], [-4.59340, 2.70092, 3.50689], [-4.22655, 0.95065, 5.20923], [-2.19547, -0.46142, 5.10891], [-0.56521, -0.13735, 3.27706], [-1.83782, 4.05326, -0.22116], [-1.46019, 6.43971, 0.20480], [0.35987, 7.16895, 1.70334], [1.84628, 5.48917, 2.74729], [1.48480, 3.06869, 2.28690], [-3.23358, 1.04901, 0.36273], [-4.52585, 2.40350, -1.22563], [-3.29079, 3.74143, -2.84285], [-0.85577, 3.36844, -3.23674], [0.41594, 1.87075, -1.78662]]
}


Which one is most stable, and which one is least stable? P is the most stable of them, while Q is the least stable.